{"formula": "C3H5NO2", "method": "the ωB97M-V functional and the def2-TZVPD basis", "homo_energy_ev": -10.36, "gap_ev": 10.8, "max_force_ev_per_a": 3.704, "lumo_energy_ev": 0.4, "mol_weight_g_mol": 87.08, "symbols": ["H", "N", "C", "O", "C", "C", "O", "H", "H", "H", "H"], "xyz": [[-2.457268, -0.533752, -1.364173], [-2.001620, 0.205328, -0.830118], [-0.881937, -0.161128, -0.408331], [-0.170254, -1.338677, -0.545927], [0.907089, -0.863610, 0.311273], [0.267334, 0.506874, 0.282174], [0.179401, 1.382362, 1.350603], [1.881210, -0.902399, -0.180514], [0.921457, -1.378245, 1.274650], [0.785367, 1.122052, -0.540320], [0.569218, 1.961190, 0.650687]], "forces_ev_per_a": [[-0.07, -0.02, 0.07], [0.39, -0.33, 0.11], [-0.43, -0.01, -0.21], [-0.19, -0.42, -0.15], [0.23, -0.20, 0.06], [0.62, -0.32, -1.81], [0.69, 0.88, -1.31], [-0.14, -0.30, 0.05], [-0.10, 0.09, -0.10], [-0.49, -1.40, 0.21], [-0.50, 2.01, 3.07]]}



{"formula": "C33H82CuNO21P5", "method": "the ωB97M-V functional and the def2-TZVPD basis", "homo_energy_ev": -9.21, "gap_ev": 8.0, "max_force_ev_per_a": 1.813, "total_charge": 1, "lumo_energy_ev": -1.2, "mol_weight_g_mol": 1047.42, "symbols": ["Cu", "C", "O", "N", "C", "C", "H", "H", "H", "H", "H", "H", "H", "C", "C", "O", "P", "O", "O", "C", "C", "O", "C", "C", "H", "H", "H", "H", "H", "H", "H", "H", "H", "H", "H", "H", "H", "H", "H", "C", "C", "O", "P", "O", "O", "C", "C", "O", "C", "C", "H", "H", "H", "H", "H", "H", "H", "H", "H", "H", "H", "H", "H", "H", "H", "C", "C", "O", "P", "O", "O", "C", "C", "O", "C", "C", "H", "H", "H", "H", "H", "H", "H", "H", "H", "H", "H", "H", "H", "H", "H", "C", "C", "O", "P", "O", "O", "C", "C", "O", "C", "C", "H", "H", "H", "H", "H", "H", "H", "H", "H", "H", "H", "H", "H", "H", "H", "C", "C", "O", "P", "O", "O", "C", "C", "O", "C", "C", "H", "H", "H", "H", "H", "H", "H", "H", "H", "H", "H", "H", "H", "H", "H"], "xyz": [[-5.414203, 19.448820, -13.016943], [-5.238812, 16.595761, -11.004357], [-4.907272, 17.498139, -11.723854], [-4.477358, 16.075146, -10.028502], [-5.051372, 15.174421, -9.046954], [-3.098364, 16.455366, -9.875963], [-6.201967, 16.074009, -11.105237], [-6.136326, 15.237342, -9.078546], [-4.733224, 15.474713, -8.048604], [-4.729619, 14.144896, -9.219395], [-2.900298, 16.993171, -8.946387], [-2.470781, 15.559290, -9.882635], [-2.825583, 17.089949, -10.715829], [-11.728096, 19.408241, -13.422175], [-10.239862, 19.411698, -13.674455], [-9.792634, 18.034812, -13.852702], [-8.429662, 17.819642, -14.623312], [-7.275898, 18.428507, -13.978254], [-8.320343, 16.262773, -14.802832], [-7.742881, 15.486810, -13.739044], [-6.340435, 15.066308, -14.091950], [-8.682125, 18.315385, -16.087325], [-9.857766, 17.844351, -16.783466], [-9.916754, 18.433763, -18.164554], [-12.098124, 20.423334, -13.288818], [-12.249627, 18.890021, -14.230926], [-12.006765, 18.805185, -12.552490], [-10.030027, 20.045788, -14.544772], [-9.659608, 19.857547, -12.868764], [-7.695614, 16.101164, -12.834278], [-8.389956, 14.639135, -13.525278], [-5.678261, 15.926535, -14.204022], [-5.912767, 14.445669, -13.295581], [-6.310841, 14.427661, -14.978606], [-9.913713, 16.751364, -16.779611], [-10.744099, 18.143854, -16.212681], [-10.908847, 18.198587, -18.548356], [-9.791473, 19.513198, -18.079552], [-9.163722, 18.023228, -18.831369], [-2.191140, 19.188038, -19.220680], [-2.327555, 18.052139, -18.242819], [-2.904320, 18.589170, -17.027232], [-3.623024, 17.630499, -16.005852], [-4.056289, 18.320457, -14.796714], [-2.578221, 16.478747, -15.882450], [-2.836596, 15.297652, -15.076360], [-2.755907, 15.583965, -13.607023], [-4.740728, 16.897396, -16.838348], [-6.032714, 17.553499, -16.982706], [-6.350711, 17.809711, -18.426843], [-1.977149, 18.843959, -20.234755], [-3.141099, 19.725654, -19.304958], [-1.429159, 19.917507, -18.948219], [-2.979191, 17.273351, -18.638419], [-1.360804, 17.599837, -18.023594], [-3.741021, 14.798898, -15.434286], [-2.030569, 14.610747, -15.342667], [-1.860625, 16.165708, -13.399748], [-3.622320, 16.065082, -13.155250], [-2.662368, 14.641872, -13.047777], [-6.798346, 16.914906, -16.534468], [-6.086651, 18.468381, -16.383210], [-5.541480, 18.378720, -18.894963], [-6.648091, 16.939683, -19.000950], [-7.175083, 18.534920, -18.462160], [-9.243469, 21.967288, -16.350227], [-7.932231, 21.474004, -15.835349], [-6.976687, 22.555327, -15.923482], [-5.806126, 22.594381, -14.857343], [-5.505479, 21.279299, -14.298476], [-6.245004, 23.656565, -13.786386], [-6.098508, 25.092534, -13.971323], [-6.899558, 25.628477, -15.121618], [-4.658283, 23.309580, -15.666730], [-4.022935, 22.509035, -16.711421], [-2.679786, 23.125158, -17.038980], [-10.028270, 21.225635, -16.202744], [-9.533572, 22.895727, -15.855218], [-9.159462, 22.214005, -17.410892], [-8.033624, 21.143490, -14.793086], [-7.562806, 20.595585, -16.366622], [-6.492880, 25.523896, -13.045029], [-5.040055, 25.339519, -13.974925], [-6.937831, 26.714987, -15.163532], [-6.503047, 25.270192, -16.076688], [-7.925896, 25.254489, -15.105944], [-3.850157, 21.497067, -16.328097], [-4.676398, 22.447085, -17.580695], [-2.856265, 24.095169, -17.514080], [-2.115404, 23.306781, -16.130328], [-2.138820, 22.506992, -17.751274], [-2.536940, 19.753452, -9.131957], [-1.434146, 20.549606, -9.786477], [-1.916816, 21.681533, -10.496168], [-2.707830, 21.578356, -11.829521], [-3.667022, 20.471081, -11.851832], [-3.363824, 22.991320, -11.878696], [-2.542336, 24.165782, -12.071763], [-2.718434, 25.138622, -10.939164], [-1.583621, 21.612400, -12.928628], [-1.659238, 20.737675, -14.085180], [-0.914904, 19.447226, -13.821128], [-2.168921, 18.986061, -8.447097], [-3.187013, 20.425718, -8.562760], [-3.180813, 19.223099, -9.836253], [-0.719002, 20.900264, -9.042340], [-0.812627, 19.928657, -10.446916], [-1.486103, 23.900344, -12.136461], [-2.846619, 24.612624, -13.013400], [-3.776877, 25.365683, -10.755569], [-2.297500, 24.820047, -9.987092], [-2.315865, 26.122446, -11.195075], [-2.676722, 20.556441, -14.414287], [-1.139172, 21.247015, -14.902092], [0.109233, 19.651206, -13.503770], [-1.397498, 18.889546, -13.009887], [-0.905782, 18.809009, -14.702190], [-5.224087, 23.676768, -9.743428], [-5.728751, 22.410962, -10.406119], [-7.132667, 22.199561, -10.019810], [-7.954448, 21.107831, -10.788278], [-7.282422, 20.483949, -11.922084], [-8.427151, 20.167336, -9.629029], [-9.132534, 18.926012, -9.875566], [-8.158810, 17.849454, -10.303426], [-9.300763, 21.832012, -11.182684], [-9.233879, 22.925784, -12.122937], [-10.268637, 23.948946, -11.724472], [-5.036368, 23.557661, -8.681849], [-4.208412, 23.807023, -10.160538], [-5.757361, 24.562780, -10.074659], [-5.555251, 22.408735, -11.481628], [-5.163927, 21.546220, -10.038033], [-9.563066, 18.636791, -8.923970], [-9.882805, 19.096602, -10.645398], [-8.584520, 16.850931, -10.186429], [-7.810171, 17.966892, -11.332322], [-7.264263, 17.953899, -9.681146], [-8.244028, 23.383561, -12.038321], [-9.380432, 22.561698, -13.140589], [-10.157400, 24.879360, -12.281625], [-11.259697, 23.522559, -11.884284], [-10.145685, 24.219756, -10.676482]], "forces_ev_per_a": [[-0.06, 0.03, 0.02], [-0.29, -0.84, 0.72], [0.34, 1.19, -1.15], [-0.29, -0.16, 0.37], [0.17, -0.11, -0.09], [0.45, -0.08, -0.10], [-0.17, 0.11, 0.12], [-0.04, -0.10, -0.06], [0.00, 0.01, 0.02], [-0.05, -0.03, 0.07], [-0.21, -0.07, -0.02], [-0.01, 0.02, -0.01], [0.04, 0.01, 0.02], [-0.14, -0.78, 0.20], [-0.06, 0.23, 0.23], [-0.29, 0.33, -0.19], [0.01, -0.16, 0.54], [0.54, 0.39, 0.01], [-0.43, -0.34, -0.02], [0.44, 0.11, 0.66], [0.38, -0.51, 0.00], [-0.26, 0.10, -0.51], [-0.73, -0.22, 0.26], [-0.05, -0.07, 0.28], [-0.06, -0.03, -0.09], [0.03, 0.42, -0.25], [0.29, 0.28, 0.20], [0.09, -0.54, -0.14], [-0.05, -0.13, 0.20], [-0.15, -0.01, -0.04], [-0.14, 0.01, -0.26], [-0.16, 0.07, -0.15], [-0.18, 0.12, 0.11], [-0.08, 0.27, -0.13], [0.47, 0.05, -0.12], [0.15, 0.23, -0.01], [0.03, 0.16, -0.24], [-0.08, 0.04, -0.24], [-0.04, 0.00, -0.01], [-0.39, 0.45, -0.48], [0.06, 0.12, -0.18], [0.34, 0.30, -0.05], [0.08, -0.03, -0.50], [-0.17, 0.28, 0.38], [0.41, -0.66, 0.49], [0.52, -0.40, -0.57], [-0.25, -0.48, 0.87], [-0.99, 0.09, 0.02], [-0.42, -0.30, 0.37], [-0.12, 1.31, -0.10], [0.18, -0.21, 0.16], [0.03, -0.04, 0.13], [0.06, -0.12, 0.17], [-0.09, 0.00, 0.03], [-0.03, 0.01, 0.19], [-0.21, 0.35, 0.24], [0.06, 0.18, -0.05], [0.01, 0.13, 0.03], [0.05, 0.38, -0.41], [0.14, 0.01, -0.29], [0.48, -0.26, -0.18], [0.44, 0.00, -0.16], [0.16, -0.46, -0.16], [0.27, -0.18, -0.06], [-0.01, -0.33, 0.10], [-0.17, 0.46, -0.55], [0.03, -0.37, 0.76], [-0.15, -0.38, -0.18], [-0.29, 0.18, -0.25], [0.27, -0.23, 0.20], [0.35, 0.36, 0.03], [-0.46, 0.22, 1.02], [-0.11, -0.48, -1.07], [0.29, -0.18, -0.22], [0.63, -0.41, 0.36], [-0.77, 0.76, -0.31], [0.00, 0.02, -0.13], [-0.03, -0.09, 0.18], [-0.15, -0.14, -0.04], [0.18, 0.16, -0.04], [0.08, 0.19, -0.21], [0.04, -0.23, -0.01], [0.10, -0.06, -0.41], [0.17, 0.04, 0.24], [0.11, 0.16, 0.07], [0.01, 0.07, 0.32], [-0.29, 0.06, 0.03], [-0.11, 0.15, 0.05], [0.18, -0.03, 0.03], [0.22, -0.21, 0.06], [0.11, -0.13, 0.13], [-0.74, -0.16, 0.19], [0.86, -0.99, 0.12], [0.50, 0.47, 1.01], [-0.24, -0.41, -0.13], [-0.17, -0.20, -0.57], [0.07, 0.53, -0.68], [0.39, 0.29, 0.19], [-0.75, 1.16, 0.17], [-0.09, -0.53, -0.60], [0.80, -0.23, -0.65], [-0.22, -0.14, 0.70], [0.36, 0.30, 0.04], [0.12, -0.03, 0.05], [0.16, 0.30, -0.18], [-0.25, 0.37, 0.05], [-0.31, 0.00, -0.16], [-0.12, -0.19, -0.17], [-0.05, -0.02, -0.15], [0.41, -0.03, -0.24], [0.15, -0.16, -0.12], [0.45, -0.24, -0.12], [-0.33, 0.01, 0.33], [-0.13, 0.29, 0.23], [0.02, 0.05, -0.16], [-0.06, 0.02, -0.14], [-0.01, 0.05, -0.12], [1.35, -0.71, -0.97], [0.21, -0.20, 0.99], [0.53, 0.19, -0.53], [-0.30, 0.42, 0.56], [0.51, -0.48, -0.67], [-0.17, -0.38, 0.31], [0.59, -0.04, -0.36], [0.54, 0.06, -0.16], [-0.51, 0.08, -0.28], [0.44, 0.53, 0.49], [-0.17, -0.13, 0.04], [-0.73, 0.27, 0.28], [-1.06, -0.42, 0.61], [-0.41, 0.08, 0.49], [-0.72, 0.18, 0.01], [-0.11, 0.13, 0.04], [-0.33, 0.27, 0.03], [-0.32, -0.01, 0.19], [-0.06, 0.05, 0.09], [-0.17, 0.14, -0.02], [-0.11, -0.24, 0.11], [0.05, -0.14, -0.25], [0.04, -0.14, 0.01], [-0.06, -0.14, -0.28], [-0.10, 0.27, 0.11], [-0.05, -0.18, 0.06]]}